Formula: C25H33CaO2Se
Source: the OMol25 dataset
Level of theory: ωB97M-V/def2-TZVPD

The geometry in ORCA input format:
```
! wB97M-V def2-TZVPD RIJCOSX def2/J DEFGRID3
* xyz -1 1
O 1.63878 -6.55230 -1.08401
C 1.50581 -7.48763 0.05577
C 2.24212 -8.65466 -0.54487
H 0.45528 -7.70225 0.26078
H 2.02283 -7.14083 0.95519
C 2.40779 -7.63167 -1.69328
H 1.59929 -9.51880 -0.73228
H 3.15597 -8.91344 0.00483
C 1.80665 -8.10356 -3.00553
H 0.74451 -8.33969 -2.88481
H 2.35845 -8.97996 -3.38889
H 1.88344 -7.30091 -3.74764
C 3.84268 -7.18866 -1.82315
H 4.20177 -6.80997 -0.86064
H 3.90287 -6.37029 -2.54424
H 4.48760 -8.00956 -2.16630
Ca 0.05078 -0.58051 -0.07233
C 1.62688 1.53833 0.63620
C 0.85311 1.29274 1.79556
C 1.21257 0.02612 2.31578
H 0.13811 1.97880 2.24644
C 2.23162 -0.51579 1.48066
C 2.48108 0.41947 0.43564
H 3.23068 0.30854 -0.34330
H 1.60626 2.45154 0.04299
H 0.81750 -0.42654 3.22265
H 2.79382 -1.42226 1.68261
C -0.75827 1.27772 -1.87591
C 0.52989 0.87497 -2.32008
C 0.45356 -0.48655 -2.72640
H 1.41742 1.50327 -2.35329
C -0.88794 -0.92901 -2.52109
C -1.63425 0.17109 -2.01939
H -2.69889 0.16923 -1.77955
H -1.03832 2.26439 -1.50785
H 1.25825 -1.07442 -3.16384
H -1.27995 -1.91778 -2.74067
O -0.22007 -3.24792 -0.12161
C 1.18948 -3.39796 -0.52887
C 1.84528 -4.32817 0.47394
H 1.73046 -2.42212 -0.53140
H 1.21540 -3.78717 -1.54887
C 0.63779 -5.12015 0.96676
H 2.23863 -3.65975 1.26713
H 2.65706 -4.94532 0.08132
C -0.42751 -4.07143 1.06586
H 0.81536 -5.75774 1.83369
H 0.25330 -5.74818 0.15440
H -0.30590 -3.46994 1.98521
H -1.43897 -4.48521 1.04191
Se -2.62973 0.28416 1.46523
C -2.77661 2.11178 1.29829
C -2.32420 2.95887 2.34663
C -2.35952 4.34165 2.21698
C -2.88457 4.93346 1.05929
C -3.39806 4.11828 0.04190
C -3.36373 2.73027 0.15982
H -1.95925 2.50823 3.27020
H -2.00608 4.96845 3.03813
H -2.93025 6.02292 0.96957
H -3.85523 4.57534 -0.83807
H -3.80156 2.10508 -0.61503
*
```

For the HOMO energy, the calculation gives -3.378 eV. For the energy above the lowest of the compared OMol25 structures with the same formula, charge and spin, the calculation gives 48.66 kJ/mol. The calculation puts the frontier orbital gap at 5.32 eV.